Below is a molecular structure, C50H49Br2CrN6O5PSTe2, with properties calculated with ωB97M-V/def2-TZVPD.

Atoms and positions in Å:
1 Cr -1.10 -0.63 1.05
2 C -4.04 1.20 1.62
3 O -3.16 0.83 0.58
4 C -3.39 1.32 -0.66
5 C -4.53 2.03 -1.04
6 C -4.66 2.43 -2.36
7 Br -6.20 3.44 -2.84
8 C -3.73 2.11 -3.32
9 C -2.58 1.41 -2.95
10 C -2.40 1.04 -1.61
11 O -1.29 0.36 -1.17
12 C -1.61 1.01 -3.95
13 N -1.90 0.46 -5.10
14 C -0.70 0.14 -5.68
15 C -0.42 -0.50 -6.88
16 C 0.90 -0.72 -7.20
17 C 1.94 -0.31 -6.35
18 C 1.69 0.32 -5.15
19 C 0.36 0.53 -4.82
20 N -0.25 1.06 -3.71
21 H -4.03 2.28 1.78
22 H -3.67 0.69 2.51
23 H -5.06 0.86 1.41
24 H -5.31 2.25 -0.33
25 H -3.86 2.40 -4.35
26 H -0.86 -0.08 -1.91
27 H -1.22 -0.81 -7.53
28 H 1.15 -1.21 -8.12
29 H 2.96 -0.50 -6.65
30 H 2.49 0.63 -4.49
31 H 0.22 1.58 -2.97
32 C 2.79 9.42 2.94
33 C 2.25 8.03 2.82
34 O 2.54 7.22 1.99
35 S 1.05 7.69 4.10
36 C 0.59 6.04 3.60
37 C -0.34 5.88 2.58
38 C -0.64 4.62 2.13
39 C -0.03 3.50 2.70
40 C 0.89 3.67 3.74
41 C 1.20 4.94 4.18
42 C -0.30 2.21 2.21
43 C -0.49 1.08 1.76
44 H 2.92 9.85 1.94
45 H 3.77 9.39 3.42
46 H 2.13 10.04 3.53
47 H -0.79 6.75 2.13
48 H -1.33 4.48 1.31
49 H 1.38 2.81 4.17
50 H 1.93 5.08 4.96
51 Br -8.02 -4.21 -0.52
52 C -6.40 -3.33 -0.95
53 C -6.13 -2.99 -2.28
54 N -5.02 -2.36 -2.63
55 C -4.14 -2.08 -1.70
56 C -4.29 -2.41 -0.35
57 C -5.47 -3.03 0.03
58 C -3.20 -2.05 0.60
59 O -3.41 -1.73 1.78
60 O -2.03 -2.06 0.10
61 H -6.82 -3.22 -3.08
62 H -3.26 -1.55 -2.05
63 H -5.63 -3.30 1.07
64 Te -0.31 -1.06 3.54
65 C 1.69 -0.30 3.38
66 C 2.30 -0.19 2.14
67 C 3.61 0.26 2.05
68 C 4.31 0.58 3.20
69 C 3.70 0.46 4.44
70 C 2.39 0.03 4.53
71 C 0.68 -2.86 4.25
72 C 0.56 -3.26 5.58
73 C 1.34 -4.30 6.06
74 C 2.23 -4.96 5.23
75 C 2.33 -4.57 3.90
76 C 1.57 -3.52 3.42
77 H 1.75 -0.45 1.25
78 H 4.08 0.35 1.08
79 H 5.34 0.93 3.13
80 H 4.25 0.71 5.34
81 H 1.91 -0.06 5.50
82 H -0.13 -2.74 6.23
83 H 1.26 -4.59 7.10
84 H 2.83 -5.76 5.61
85 H 3.02 -5.09 3.24
86 H 1.68 -3.20 2.39
87 C 2.26 3.91 0.13
88 Te 1.83 2.01 -0.81
89 C 3.38 2.40 -2.29
90 H 3.33 4.02 0.24
91 H 1.80 3.92 1.10
92 H 1.87 4.73 -0.46
93 H 3.06 3.16 -3.00
94 H 3.62 1.50 -2.83
95 H 4.26 2.75 -1.79
96 C -0.08 -5.18 -2.28
97 N 0.34 -4.02 -3.03
98 C 1.80 -4.01 -3.10
99 N 2.43 -4.05 -1.79
100 C 1.94 -5.20 -1.05
101 N 0.49 -5.24 -0.95
102 C -0.01 -4.18 -0.10
103 P 0.39 -2.44 -0.71
104 C -0.19 -2.80 -2.48
105 C 2.20 -2.83 -1.06
106 H 0.23 -6.08 -2.82
107 H -1.17 -5.18 -2.19
108 H 2.13 -3.12 -3.64
109 H 2.11 -4.90 -3.66
110 H 2.37 -5.18 -0.04
111 H 2.27 -6.11 -1.55
112 H 0.41 -4.30 0.91
113 H -1.10 -4.28 -0.03
114 H 0.11 -1.96 -3.13
115 H -1.28 -2.87 -2.47
116 H 2.73 -2.89 -0.10
117 H 2.62 -1.99 -1.63

Properties
* net charge: 0
* energy above the lowest of the compared OMol25 structures with the same formula, charge and spin: 21.9 kcal/mol
* HOMO level (alpha / beta): -7.64 / -8.02 eV
* Kohn-Sham gap (alpha / beta): 7.91 / 8.13 eV
* 2S+1: 5
* <S²>: 6.028

Atom charges from the Löwdin analysis, given in e for atoms 1 to 2: number 1, Cr, carries 0.33; number 2, C, carries -0.04

---

Below is a molecular structure, C50H49CrN5OSSbSi, with properties calculated with ωB97M-V/def2-TZVPD.

Atoms and positions in Å:
1 Cr -1.09 0.45 -0.35
2 C 0.52 -4.11 -0.91
3 C -0.25 -3.75 -2.14
4 C -0.02 -4.37 -3.37
5 C -0.79 -4.01 -4.46
6 C -1.76 -3.03 -4.31
7 C -1.91 -2.45 -3.06
8 N -1.18 -2.80 -2.01
9 Sb -3.37 -0.88 -2.73
10 C -3.83 -1.70 -0.80
11 C -5.04 -2.35 -0.62
12 C -5.33 -2.92 0.61
13 C -4.38 -2.82 1.61
14 C -3.18 -2.16 1.36
15 C -2.15 -2.12 2.45
16 N -2.91 -1.59 0.17
17 C -2.98 1.12 -0.04
18 C -4.30 1.54 -0.05
19 C -4.82 1.96 1.16
20 C -4.05 1.96 2.31
21 C -2.72 1.55 2.25
22 C -1.79 1.59 3.42
23 N -2.27 1.14 1.06
24 H 1.44 -4.64 -1.15
25 H -0.09 -4.76 -0.28
26 H 0.74 -3.21 -0.33
27 H 0.77 -5.11 -3.46
28 H -0.62 -4.48 -5.43
29 H -2.37 -2.72 -5.14
30 H -5.74 -2.42 -1.45
31 H -6.26 -3.43 0.78
32 H -4.56 -3.24 2.58
33 H -2.60 -2.34 3.41
34 H -1.65 -1.16 2.49
35 H -1.38 -2.87 2.25
36 H -4.89 1.54 -0.96
37 H -5.86 2.28 1.21
38 H -4.45 2.30 3.26
39 H -1.47 2.62 3.59
40 H -0.90 0.99 3.20
41 H -2.28 1.22 4.32
42 N 0.27 0.11 -1.46
43 C 1.45 0.34 -1.84
44 C 2.00 -0.09 -3.15
45 C 3.32 0.20 -3.50
46 C 3.82 -0.18 -4.73
47 C 3.01 -0.84 -5.64
48 C 1.70 -1.14 -5.30
49 C 1.20 -0.77 -4.06
50 C 2.36 1.15 -0.96
51 C 3.13 0.56 0.04
52 C 3.94 1.34 0.85
53 C 4.00 2.71 0.65
54 C 3.25 3.30 -0.35
55 C 2.44 2.52 -1.16
56 H 3.96 0.72 -2.80
57 H 4.85 0.05 -4.99
58 H 3.40 -1.12 -6.61
59 H 1.05 -1.65 -6.00
60 H 0.19 -1.00 -3.79
61 H 3.08 -0.51 0.18
62 H 4.53 0.87 1.62
63 H 4.63 3.32 1.29
64 H 3.30 4.37 -0.51
65 H 1.85 2.98 -1.95
66 C 3.85 -5.31 5.45
67 C 4.19 -4.29 6.49
68 O 4.10 -4.46 7.67
69 S 4.92 -2.71 5.87
70 C 3.70 -2.23 4.66
71 C 3.79 -2.62 3.33
72 C 2.86 -2.16 2.41
73 C 1.86 -1.27 2.79
74 C 1.78 -0.88 4.13
75 C 2.69 -1.36 5.05
76 C 0.93 -0.75 1.82
77 C 0.16 -0.32 1.00
78 H 3.34 -6.15 5.91
79 H 4.77 -5.65 4.98
80 H 3.22 -4.88 4.67
81 H 4.58 -3.29 3.01
82 H 2.92 -2.48 1.37
83 H 1.00 -0.20 4.44
84 H 2.63 -1.06 6.09
85 C -0.40 4.67 -2.84
86 Si -1.30 3.05 -2.47
87 C -3.15 3.39 -2.68
88 C -0.82 1.86 -3.84
89 N -0.89 2.44 -0.90
90 C -0.61 3.32 0.14
91 C 0.31 2.99 1.15
92 C 0.65 3.89 2.15
93 C 0.09 5.16 2.18
94 C -0.84 5.50 1.21
95 C -1.20 4.60 0.22
96 H -0.07 4.67 -3.89
97 H 0.48 4.81 -2.21
98 H -1.04 5.54 -2.70
99 H -3.30 4.08 -3.51
100 H -3.59 3.83 -1.79
101 H -3.70 2.47 -2.91
102 H -1.41 2.08 -4.73
103 H -0.98 0.82 -3.57
104 H 0.24 1.96 -4.11
105 H 0.79 2.02 1.13
106 H 1.38 3.60 2.89
107 H 0.38 5.88 2.94
108 H -1.30 6.48 1.22
109 H -1.96 4.87 -0.50

Properties
* net charge: 0
* energy above the lowest of the compared OMol25 structures with the same formula, charge and spin: 28.5 kcal/mol
* HOMO level (alpha / beta): -6.91 / -7.02 eV
* Kohn-Sham gap (alpha / beta): 6.33 / 5.68 eV
* 2S+1: 4
* <S²>: 3.928

Atom charges from the Löwdin analysis, given in e for atoms 1 to 2: number 1, Cr, carries 0.64; number 2, C, carries -0.02